Entry from the Open Molecules 2025 dataset: a single C14H13N3OS molecule at a distorted geometry (ωB97M-V/def2-TZVPD).

```
32
Properties=species:S:1:pos:R:3:mulliken_charge:R:1
C -4.61 -1.00 1.73 -1.406
C -3.55 -0.52 0.80 0.907
C -3.42 0.83 0.50 -0.616
C -2.45 1.28 -0.38 -0.618
C -1.59 0.38 -0.99 0.573
C -0.53 0.86 -1.92 -1.212
S 0.93 1.49 -0.99 -0.152
C 1.86 0.04 -0.78 0.463
N 1.45 -1.09 -1.33 -0.379
C 2.18 -2.19 -1.17 -0.178
N 3.30 -2.32 -0.49 -0.602
C 3.72 -1.19 0.06 0.265
O 4.82 -1.04 0.79 -0.162
N 4.90 0.27 1.18 -0.625
C 3.88 0.93 0.71 0.414
C 3.68 2.37 0.96 -1.284
C 3.05 0.05 -0.04 0.663
C -1.70 -0.98 -0.69 -0.275
C -2.67 -1.41 0.19 -0.679
H -4.27 -1.87 2.30 0.364
H -4.90 -0.22 2.43 0.365
H -5.49 -1.30 1.17 0.276
H -4.09 1.55 0.96 0.350
H -2.36 2.33 -0.60 0.378
H -0.86 1.71 -2.52 0.544
H -0.15 0.06 -2.56 0.442
H 1.80 -3.08 -1.65 0.410
H 4.49 2.76 1.57 0.356
H 3.65 2.91 0.01 0.332
H 2.73 2.53 1.46 0.333
H -1.03 -1.68 -1.15 0.378
H -2.76 -2.47 0.41 0.375
```

Computed properties:
- Orbital gap: 8.96 eV
- Net charge: 0
- Electronic energy: -1178.971154 Eh
- SMILES string: Cc1ccc(CSc2ncnc3onc(C)c23)cc1
- Molar mass: 271.35 g/mol

***

Entry from the Open Molecules 2025 dataset: 4 unconnected molecules or ions with the total composition C3H15N2O2 at a distorted geometry (ωB97M-V/def2-TZVPD).

```
22
Properties=species:S:1:pos:R:3:mulliken_charge:R:1
N -0.26 -1.05 -2.26 -0.504
C -0.94 -0.24 -1.27 -0.604
C -0.44 0.00 0.25 -0.595
N -0.04 -1.09 1.16 -0.386
C 1.52 -0.57 -0.29 -0.632
H -0.41 -2.00 0.91 0.241
H -0.40 -2.04 -2.13 0.197
H -0.55 -0.79 -3.19 0.235
H -0.85 0.78 -1.63 0.367
H -1.98 -0.58 -1.19 0.432
H 0.15 0.92 0.34 0.369
H -1.41 0.31 0.63 0.441
H -0.12 -0.83 2.14 0.234
H 1.60 0.04 -1.19 0.375
H 1.38 -1.61 -0.47 0.471
H 2.13 -0.36 0.57 0.369
H 0.50 3.66 -1.64 0.299
H 0.86 2.75 -2.78 0.301
O 0.34 2.78 -1.97 -0.593
H -0.30 -0.70 5.01 0.314
H -0.54 0.72 4.72 0.313
O -0.25 -0.09 4.26 -0.646
```

Computed properties:
- Orbital gap: 7.54 eV
- Net charge: +1
- Electronic energy: -382.880548 Eh
- Molar mass: 111.16 g/mol

***

Entry from the Open Molecules 2025 dataset: 3 unconnected molecules or ions with the total composition C27H56BNO13 at a distorted geometry (ωB97M-V/def2-TZVPD).

```
98
Properties=species:S:1:pos:R:3:mulliken_charge:R:1
C 0.04 -4.61 -3.25 -1.361
C -0.35 -3.22 -3.79 0.028
N -0.79 -2.41 -2.64 0.667
C -1.86 -1.43 -3.02 -1.205
C -3.15 -1.84 -2.29 -2.194
C -4.52 -1.48 -2.90 2.941
C -5.26 -2.84 -2.73 -2.212
O -6.66 -2.75 -2.89 -0.349
C -7.30 -3.89 -2.33 -0.874
O -5.38 -0.62 -2.12 -0.608
C -6.21 0.09 -2.93 0.262
O -6.84 0.98 -2.63 -0.491
O -6.09 -0.47 -4.17 -0.514
C -4.68 -0.80 -4.27 1.255
C -4.04 0.56 -4.73 -1.756
C -3.02 1.40 -3.93 -0.544
C -3.42 1.90 -2.55 -0.715
O -3.02 1.05 -1.50 -0.597
B -4.61 -1.86 -5.49 0.531
C -3.29 -2.23 -6.29 -1.184
O -5.79 -2.45 -5.86 -0.585
C 0.29 -1.65 -2.07 0.370
C 1.16 -0.75 -2.92 -1.032
O 0.46 -1.69 -0.91 -0.514
H 0.46 -5.22 -4.05 0.439
H 0.76 -4.48 -2.45 0.294
H -0.85 -5.05 -2.81 0.292
H -1.15 -3.30 -4.52 -0.103
H 0.53 -2.82 -4.30 0.414
H -1.55 -0.49 -2.58 0.497
H -1.95 -1.29 -4.09 0.378
H -3.13 -1.40 -1.29 0.296
H -3.07 -2.91 -2.12 0.811
H -4.84 -3.62 -3.38 0.548
H -5.07 -3.16 -1.70 0.895
H -8.06 -4.22 -3.03 0.267
H -7.76 -3.65 -1.37 0.274
H -6.61 -4.73 -2.19 0.365
H -3.58 0.39 -5.71 0.421
H -4.86 1.24 -4.95 0.612
H -2.92 2.32 -4.51 0.591
H -2.00 1.03 -3.94 0.022
H -2.87 2.83 -2.41 0.516
H -4.47 2.20 -2.51 0.239
H -3.75 0.92 -0.89 0.352
H -2.50 -1.49 -6.21 0.352
H -3.56 -2.24 -7.35 0.311
H -2.91 -3.23 -6.09 0.420
H -5.59 -3.38 -6.03 0.302
H 1.83 -0.16 -2.32 0.298
H 0.57 -0.06 -3.53 0.266
H 1.79 -1.31 -3.62 0.311
C 4.15 -0.61 4.69 -0.729
O 4.86 -0.58 3.46 -0.220
C 5.71 -1.70 3.28 -0.555
C 5.81 -2.08 1.82 -0.362
O 4.66 -2.75 1.32 -0.502
C 3.48 -1.98 1.11 -0.337
C 3.56 -1.02 -0.06 -0.177
O 4.34 0.12 0.28 -0.245
C 5.01 0.67 -0.83 -0.799
H 4.84 -0.48 5.53 0.351
H 3.44 0.21 4.68 0.123
H 3.60 -1.55 4.80 0.354
H 5.35 -2.56 3.86 0.352
H 6.71 -1.42 3.65 0.388
H 6.62 -2.81 1.73 0.412
H 6.07 -1.23 1.20 0.107
H 3.18 -1.47 2.02 0.132
H 2.70 -2.71 0.88 0.326
H 2.56 -0.68 -0.31 0.151
H 3.99 -1.54 -0.92 0.342
H 5.62 -0.08 -1.34 0.342
H 5.67 1.46 -0.47 0.262
H 4.30 1.11 -1.55 0.279
C 4.81 5.93 7.20 -0.790
O 3.86 5.53 6.23 -0.265
C 4.33 4.48 5.39 -0.628
C 3.20 3.58 4.97 -0.300
O 2.74 2.70 5.99 -0.374
C 1.99 3.26 7.06 -0.378
C 0.60 3.72 6.67 -0.580
O 0.64 4.95 5.96 -0.274
C -0.41 5.08 5.03 -0.778
H 5.68 6.41 6.72 0.327
H 4.33 6.64 7.86 0.231
H 5.14 5.07 7.79 0.348
H 5.10 3.89 5.91 0.359
H 4.78 4.94 4.50 0.382
H 3.58 2.92 4.18 0.409
H 2.37 4.15 4.54 0.127
H 2.55 4.06 7.55 0.141
H 1.88 2.45 7.78 0.398
H 0.00 3.88 7.58 0.404
H 0.12 2.94 6.07 0.346
H -0.44 4.23 4.34 0.342
H -0.23 5.99 4.46 0.232
H -1.38 5.17 5.55 0.325
```

Computed properties:
- Orbital gap: 9.08 eV
- Net charge: 0
- Electronic energy: -2119.941456 Eh
- SMILES string: CCN(CC[C@@]1(COC)OC(=O)O[C@]1(CCCO)B(C)O)C(C)=O.COCCOCCOC.COCCOCCOC
- Molar mass: 613.55 g/mol

***

Entry from the Open Molecules 2025 dataset: 2 unconnected molecules or ions with the total composition C8H13NO3S at a distorted geometry (ωB97M-V/def2-TZVPD).

```
26
Properties=species:S:1:pos:R:3:mulliken_charge:R:1
C -3.75 0.70 0.14 -0.225
C -3.03 0.15 -0.89 -0.657
C -3.20 0.23 1.31 -0.268
C -2.07 -0.67 -0.30 0.540
C 0.68 1.98 -0.03 -0.991
C 3.85 0.18 0.42 -0.981
C -1.05 -1.55 -0.76 -0.112
C 1.24 0.83 -0.78 -0.359
N -0.28 -2.38 -0.06 -0.464
O 1.58 -0.51 1.41 -0.679
O 2.06 -1.60 -0.72 -0.844
O -2.18 -0.57 1.05 -0.277
S 2.08 -0.36 0.06 1.123
H -4.64 1.36 0.08 0.377
H -3.19 0.31 -1.94 0.457
H -3.44 0.43 2.36 0.428
H 0.92 2.87 -0.58 0.323
H -0.31 1.86 0.13 0.129
H 1.18 1.98 0.94 0.329
H 4.28 0.72 -0.42 0.287
H 4.02 0.75 1.40 0.267
H 4.21 -0.87 0.48 0.307
H -0.54 -1.60 -1.81 0.268
H 0.97 0.52 -1.87 0.289
H -0.07 -2.33 0.90 0.324
H 0.68 -2.43 -0.52 0.409
```

Computed properties:
- Orbital gap (spin up / spin down): 4.97 / 4.96 eV
- Net charge: 0
- Electronic energy: -991.112391 Eh
- Molar mass: 203.26 g/mol

***

Entry from the Open Molecules 2025 dataset: 2 unconnected molecules or ions with the total composition C9H11O2 at a distorted geometry (ωB97M-V/def2-TZVPD).

```
22
Properties=species:S:1:pos:R:3:mulliken_charge:R:1
C 1.58 -1.34 2.96 -1.302
C 0.86 1.20 -0.42 -0.442
C 2.04 1.43 0.27 -0.495
C 0.03 0.13 -0.12 -0.154
C 2.34 0.71 1.43 -0.408
C 0.39 -0.61 0.98 -0.332
C 1.49 -0.32 1.84 0.700
H 0.49 1.91 -1.17 0.394
H 2.73 2.23 0.01 0.335
H -0.89 0.14 -0.73 0.011
H 3.25 0.82 2.00 0.335
H -0.29 -1.36 1.37 0.274
H 0.58 -1.38 3.42 0.330
H 2.23 -0.90 3.72 0.342
H 1.64 -2.39 2.68 0.299
C -2.77 -0.73 -2.59 -0.838
C -2.51 0.84 -2.63 0.667
O -2.14 1.30 -3.73 -0.746
O -2.63 1.38 -1.50 -0.718
H -3.67 -0.89 -2.03 0.236
H -1.94 -1.22 -2.11 0.220
H -2.82 -0.96 -3.66 0.291
```

Computed properties:
- Orbital gap: 7.08 eV
- Net charge: -1
- Electronic energy: -500.057366 Eh
- Molar mass: 151.19 g/mol

***

Entry from the Open Molecules 2025 dataset: 2 unconnected molecules or ions with the total composition C3H3NO at a distorted geometry (ωB97M-V/def2-TZVPD).

```
8
Properties=species:S:1:pos:R:3:mulliken_charge:R:1
C -1.30 1.21 1.27 -0.104
C -2.17 2.14 1.78 0.675
C 0.13 0.11 0.06 -0.730
N -1.99 0.78 2.27 -0.337
O -2.61 3.17 1.84 -0.370
H 0.61 0.70 -0.76 0.279
H -0.39 -0.65 -0.37 0.321
H 0.81 -0.38 0.81 0.266
```

Computed properties:
- Orbital gap: 9.27 eV
- Net charge: 0
- Electronic energy: -245.931043 Eh
- Molar mass: 69.06 g/mol

***

Entry from the Open Molecules 2025 dataset: 2 unconnected molecules or ions with the total composition C10H17NOP at a distorted geometry (ωB97M-V/def2-TZVPD).

```
30
Properties=species:S:1:pos:R:3:mulliken_charge:R:1
C 1.82 -1.34 0.35 -0.505
C -0.57 -1.70 0.57 -0.820
C 1.95 -1.33 1.71 -0.753
C -0.43 -1.70 1.94 -0.593
C 0.55 -1.52 -0.26 0.993
C 0.82 -1.51 2.53 0.902
C -0.66 -1.40 -3.82 -0.855
C -0.11 3.37 1.72 -0.914
C -0.86 1.72 -0.54 -0.756
C 0.48 -1.47 -1.67 -0.077
N -0.61 -1.53 -2.39 -0.025
O 1.01 -1.48 3.85 -0.504
P -0.55 3.33 -0.04 0.140
H 2.69 -1.20 -0.27 0.371
H -1.55 -1.86 0.15 0.287
H 2.91 -1.18 2.18 0.463
H -1.30 -1.83 2.57 0.308
H 0.32 -1.14 -4.22 0.319
H -1.00 -2.33 -4.28 0.326
H -1.38 -0.61 -4.09 0.323
H 0.17 4.38 2.02 0.356
H 0.71 2.68 1.89 0.287
H -0.98 3.05 2.30 0.308
H -1.63 1.26 0.07 0.240
H -1.07 1.66 -1.60 0.238
H 1.41 -1.33 -2.22 0.283
H -1.50 -1.66 -1.93 0.204
H -1.35 4.48 -0.14 0.065
H 0.19 -1.61 4.34 0.313
H 0.55 3.81 -0.71 0.076
```

Computed properties:
- Orbital gap: 6.26 eV
- Net charge: +1
- Electronic energy: -862.285857 Eh
- Molar mass: 198.23 g/mol

***

Entry from the Open Molecules 2025 dataset: a molecular structure, C20H43N2P3RhS at a distorted geometry (ωB97M-V/def2-TZVPD).

```
70
Properties=species:S:1:pos:R:3:mulliken_charge:R:1
Rh -1.00 -1.36 0.94 0.138
P 1.18 -0.79 1.52 1.280
P 1.45 3.12 -3.12 0.713
P -1.52 -2.74 2.55 1.390
H -0.42 -2.56 -1.22 -0.158
C -1.19 -2.73 -0.46 -0.460
C -2.33 -1.84 -0.49 -0.323
H -2.39 -1.10 -1.31 0.244
C 2.42 -2.00 1.00 -1.151
C 1.76 0.84 0.93 -0.442
C 1.35 -0.64 3.33 -1.177
C 1.62 3.72 -4.79 -1.153
C 0.96 4.40 -1.98 -1.193
C 2.87 2.20 -2.57 -0.916
C -3.07 -3.63 2.15 -1.502
C -1.78 -1.86 4.09 -1.305
C -0.21 -3.97 2.78 -1.219
H -1.41 -3.76 -0.16 0.387
H -3.30 -2.26 -0.17 0.281
H 3.35 -1.81 1.55 0.458
H 2.63 -1.91 -0.07 0.335
H 2.09 -3.02 1.21 0.283
H 2.70 1.09 1.44 0.568
H 1.02 1.61 1.15 0.050
H 1.94 0.81 -0.15 -0.151
H 2.30 -0.15 3.55 0.532
H 1.33 -1.62 3.81 0.261
H 0.54 -0.02 3.75 0.274
H 2.24 4.63 -4.79 0.399
H 0.63 3.95 -5.21 0.405
H 2.08 2.95 -5.42 0.409
H 1.63 4.45 -1.11 0.388
H -0.05 4.19 -1.62 0.363
H 0.95 5.38 -2.47 0.423
H 3.70 2.36 -3.27 0.428
H 2.65 1.13 -2.54 0.119
H 3.20 2.52 -1.56 0.376
H -3.33 -4.26 3.01 0.494
H -2.96 -4.24 1.24 0.375
H -3.88 -2.91 1.98 0.388
H -2.59 -2.35 4.65 0.452
H -2.08 -0.83 3.88 0.277
H -0.88 -1.84 4.71 0.391
H -0.67 -4.91 3.12 0.466
H 0.52 -3.64 3.53 0.348
H 0.31 -4.16 1.84 0.318
C 0.15 -0.26 -3.08 0.732
C 1.18 -1.14 -2.70 -0.215
C 1.62 -2.08 -3.65 -0.270
C 1.03 -2.16 -4.90 -0.594
C -0.12 -1.42 -5.20 -0.623
C -0.59 -0.51 -4.25 -0.608
S -0.22 1.27 -2.24 0.050
H 0.06 2.01 -3.30 0.077
H 1.52 -1.13 -1.65 -0.460
H 2.44 -2.76 -3.44 0.425
H 1.46 -2.84 -5.64 0.435
H -0.60 -1.55 -6.16 0.445
H -1.54 0.00 -4.41 0.527
C -3.19 3.09 3.02 -0.792
N -1.82 2.63 2.74 0.043
C -0.72 3.55 3.06 -0.721
C -1.62 1.47 2.20 0.210
N -1.44 0.43 1.70 -0.342
H -3.11 3.98 3.65 0.291
H -3.76 2.29 3.54 0.327
H -3.72 3.34 2.08 0.326
H 0.07 3.01 3.60 0.306
H -0.31 3.98 2.14 0.274
H -1.11 4.35 3.68 0.296
```

Computed properties:
- Orbital gap (spin up / spin down): 8.47 / 5.80 eV
- Net charge: +3
- Electronic energy: -2429.048056 Eh
- 2S+1: 5
- ⟨S²⟩: 6.02
- Molar mass: 539.47 g/mol

***

Which value of molar mass does entry 7 give?
198.23 g/mol

***

What is the formula in the eighth record?
C20H43N2P3RhS